(1)
2 unconnected molecules or ions with the total composition C7H21ClN3Si at a distorted geometry. Source: the OMol25 dataset; level of theory: ωB97M-V/def2-TZVPD.

Its net charge is +1. The LUMO energy comes out at -0.1150 hartree. The max |F| is 6.48 eV Å⁻¹. Its total energy is -32463.0794 eV. As for the HOMO-LUMO gap: 10.04 eV. The energy above the lowest of the compared OMol25 structures with the same formula, charge and spin is 2.5689 eV. The calculation puts the highest occupied orbital energy at -0.4839 Ha.

CARTESIAN COORDINATES (ANGSTROEM)
C (2.53348, 1.48320, -1.37922)
C (0.15181, 0.47024, 2.92005)
C (-2.92934, 0.38564, 1.15235)
C (2.20147, 0.15494, -2.06434)
C (0.31625, 1.14517, 1.53506)
C (-1.98747, 1.56497, 0.81350)
C (1.30606, -0.86911, -1.30168)
N (-1.09067, -2.51121, -0.05491)
N (-0.68559, 0.91435, 0.52547)
N (1.01816, -2.11375, -1.91155)
Si (-0.36978, -0.05053, -0.82635)
Cl (-1.75570, 0.03087, -2.28507)
H (3.24488, 2.11784, -2.10011)
H (3.07293, 1.15737, -0.53820)
H (1.71395, 1.97097, -1.12600)
H (0.97281, 0.68514, 3.49602)
H (-0.56765, 0.99233, 3.41723)
H (-0.09606, -0.67034, 2.71127)
H (-3.66780, 0.63545, 1.91727)
H (-3.55522, 0.13986, 0.33243)
H (-2.52320, -0.62017, 1.34462)
H (3.15418, -0.45480, -2.48318)
H (1.57075, 0.52431, -3.07143)
H (0.47861, 2.33819, 1.76164)
H (1.28945, 0.74470, 1.37191)
H (-2.40726, 2.02872, -0.06376)
H (-2.08613, 2.05499, 1.73363)
H (2.02804, -1.00216, -0.50995)
H (-1.99882, -2.70788, -0.36652)
H (-0.57711, -3.01663, -0.75197)
H (0.39568, -1.95150, -2.68968)
H (1.84026, -2.49139, -2.35962)
H (-0.99095, -3.07978, 0.85109)

=====

(2)
A molecular structure, C69H47BiF3N7O4PSb. Source: the OMol25 dataset; level of theory: ωB97M-V/def2-TZVPD.

Its net charge is +2. The LUMO energy comes out at -0.1952 hartree. The max |F| is 0.77 eV Å⁻¹. Its total energy is -120742.2115 eV. As for the HOMO-LUMO gap: 6.11 eV. The energy above the lowest of the compared OMol25 structures with the same formula, charge and spin is 0.2498 eV. The calculation puts the highest occupied orbital energy at -0.4198 Ha.

CARTESIAN COORDINATES (ANGSTROEM)
Bi (0.05652, 0.35394, -0.44592)
C (0.58214, -0.08346, 13.67125)
O (-0.55698, -0.35592, 12.86642)
C (-0.45025, -0.19954, 11.53862)
C (-1.61328, -0.45806, 10.80743)
C (-1.60785, -0.32656, 9.43884)
C (-0.44764, 0.06173, 8.76217)
C (0.70426, 0.32220, 9.49949)
C (0.71272, 0.19417, 10.87753)
C (-0.41451, 0.20828, 7.31259)
N (0.55687, 0.76600, 6.61715)
C (0.15961, 0.67370, 5.31470)
C (-1.06670, 0.05573, 5.20760)
N (-1.42654, -0.23685, 6.49887)
C (-1.73308, -0.11377, 3.96443)
C (-3.02541, -0.64579, 3.81591)
C (-3.58299, -0.71703, 2.56724)
C (-2.83651, -0.26419, 1.47581)
N (-1.62283, 0.23904, 1.58501)
C (-1.05518, 0.32175, 2.80518)
C (0.25002, 0.94725, 2.89746)
N (0.85174, 1.37747, 1.75724)
C (1.94887, 2.10688, 1.87152)
C (2.56896, 2.40282, 3.08703)
C (2.02730, 1.90073, 4.24002)
C (0.83447, 1.16675, 4.15620)
H (0.26751, -0.25711, 14.69519)
H (0.90062, 0.95495, 13.55840)
H (1.40607, -0.75615, 13.42411)
H (-2.50603, -0.75157, 11.34139)
H (-2.53324, -0.50983, 8.90577)
H (1.60293, 0.62736, 8.98200)
H (1.62205, 0.39985, 11.42358)
H (-2.24121, -0.73319, 6.81058)
H (-3.58046, -0.98083, 4.68258)
H (-4.58035, -1.10213, 2.40878)
H (-3.26505, -0.30571, 0.48444)
H (2.37948, 2.49111, 0.96147)
H (3.46403, 3.00808, 3.08973)
H (2.46608, 2.07511, 5.21336)
O (-1.12870, 3.14649, -1.11776)
C (-0.05402, 2.62042, -1.00901)
C (1.22460, 3.39721, -1.18375)
C (1.10388, 4.78647, -1.18402)
C (2.21758, 5.58713, -1.36064)
C (3.46124, 5.00452, -1.56973)
C (3.58907, 3.62468, -1.57788)
C (2.48335, 2.80364, -1.35822)
P (2.66414, 0.99098, -1.31535)
C (3.92869, 0.46764, -0.12527)
C (5.24988, 0.91469, -0.18709)
C (6.18596, 0.45296, 0.72217)
C (5.82270, -0.48146, 1.68437)
C (4.52414, -0.96446, 1.72725)
C (3.58417, -0.49117, 0.82426)
C (3.38725, 0.56622, -2.91494)
C (3.27214, 1.41191, -4.01388)
C (3.81136, 1.03695, -5.23612)
C (4.46366, -0.17998, -5.36687)
C (4.58672, -1.02374, -4.26935)
C (4.05423, -0.65402, -3.04563)
H (0.12303, 5.22091, -1.04516)
H (2.11727, 6.66398, -1.34970)
H (4.33236, 5.62457, -1.73267)
H (4.55942, 3.18916, -1.77008)
H (5.56322, 1.60667, -0.95664)
H (7.20509, 0.81164, 0.67162)
H (6.55995, -0.84461, 2.38766)
H (4.24258, -1.70799, 2.46116)
H (2.57262, -0.87847, 0.86613)
H (2.77181, 2.36778, -3.92148)
H (3.72896, 1.70343, -6.08500)
H (4.88825, -0.46824, -6.31983)
H (5.10798, -1.96723, -4.36647)
H (4.16547, -1.31164, -2.19069)
O (2.63914, -2.80622, -7.70449)
N (1.61565, -2.30121, -7.29680)
O (0.73526, -1.81981, -7.98467)
C (1.46995, -2.18188, -5.83186)
C (1.88617, -3.23505, -5.10570)
C (1.75062, -3.21489, -3.68442)
C (2.12685, -4.30588, -2.88446)
C (1.97251, -4.22009, -1.52450)
C (1.45603, -3.03351, -0.99192)
N (1.10417, -1.99509, -1.72264)
C (1.22863, -2.07771, -3.05485)
C (0.80426, -0.94075, -3.84721)
N (0.30716, 0.13825, -3.19860)
C (-0.08148, 1.17501, -3.91664)
C (-0.00438, 1.22382, -5.30938)
C (0.49141, 0.13977, -5.98202)
C (0.90583, -0.98979, -5.24898)
H (2.31970, -4.09416, -5.60008)
H (2.52352, -5.20024, -3.34793)
H (2.23576, -5.03980, -0.87175)
H (1.32703, -2.93594, 0.08253)
H (-0.49007, 2.01818, -3.37231)
H (-0.34612, 2.10228, -5.83743)
H (0.55565, 0.14375, -7.05796)
F (-8.44293, -0.11922, 0.58895)
C (-7.26333, -0.06980, -0.03870)
C (-6.88886, -1.13642, -0.83664)
C (-5.65898, -1.08202, -1.47365)
C (-4.81962, 0.01717, -1.30838)
C (-5.23311, 1.07528, -0.50098)
C (-6.46117, 1.04235, 0.14142)
Sb (-2.94479, 0.17245, -2.28379)
C (-3.59213, 0.77343, -4.20084)
C (-4.29875, -0.07398, -5.05006)
C (-4.76933, 0.38266, -6.27070)
C (-4.53592, 1.70122, -6.61744)
F (-4.98702, 2.14574, -7.79287)
C (-3.86000, 2.57795, -5.78859)
C (-3.39007, 2.10010, -4.57451)
C (-2.54196, -1.88808, -2.62365)
C (-2.51936, -2.78741, -1.55996)
C (-2.07766, -4.09106, -1.73017)
C (-1.66051, -4.48290, -2.98882)
F (-1.20242, -5.73201, -3.16161)
C (-1.69200, -3.62981, -4.07471)
C (-2.12477, -2.32696, -3.87794)
H (-7.55662, -1.97947, -0.94915)
H (-5.35521, -1.91631, -2.09630)
H (-4.59181, 1.93906, -0.35702)
H (-6.80329, 1.85409, 0.76844)
H (-4.49319, -1.10236, -4.77020)
H (-5.31693, -0.25874, -6.94746)
H (-3.71832, 3.60536, -6.09457)
H (-2.86836, 2.78509, -3.91316)
H (-2.86080, -2.48578, -0.57407)
H (-2.06470, -4.80121, -0.91429)
H (-1.38390, -3.98657, -5.04885)
H (-2.14169, -1.65517, -4.72820)

=====

(3)
A molecular structure, C4HLiO2Yb at a distorted geometry. Source: the OMol25 dataset; level of theory: ωB97M-V/def2-TZVPD.

Its multiplicity is 3. The LUMO energy (spin up / spin down) comes out at -0.0321 / -0.0385 hartree. The max |F| is 6.35 eV Å⁻¹. Its total energy is -39985.9615 eV. As for the HOMO-LUMO gap (spin up / spin down): 4.68 / 6.54 eV. The calculation puts the highest occupied orbital energy (spin up / spin down) at -0.2041 / -0.2789 Ha.

CARTESIAN COORDINATES (ANGSTROEM)
O (3.62021, 0.54941, 0.01627)
C (2.33791, 0.43252, -0.11717)
C (1.52015, -0.65839, 0.25875)
C (0.47412, -1.41125, 0.28926)
Li (-1.32177, -1.79329, -0.53613)
C (-2.19110, 0.10852, 0.16936)
O (-1.58433, 1.19491, -0.10462)
Yb (0.39297, 1.23783, -0.46003)
H (-3.24816, 0.33976, 0.48431)

=====

(4)
C4H6N2OS in the gas phase at a distorted geometry. Source: the OMol25 dataset; level of theory: ωB97M-V/def2-TZVPD.

The LUMO energy comes out at 0.0277 hartree. The max |F| is 4.70 eV Å⁻¹. Its total energy is -20105.7604 eV. As for the HOMO-LUMO gap: 9.31 eV. The energy above the lowest of the compared OMol25 structures with the same formula, charge and spin is 3.5812 eV. The calculation puts the highest occupied orbital energy at -0.3143 Ha.

CARTESIAN COORDINATES (ANGSTROEM)
H (-0.58026, -2.22192, 0.42957)
N (-1.39323, -1.61724, 0.80421)
C (-1.30428, -0.60730, 0.01574)
N (-2.27153, 0.45184, -0.32478)
C (-0.03476, -0.20714, -0.71308)
O (0.35890, 1.11663, -0.27948)
C (1.70143, 1.07414, 0.28192)
C (2.30734, -0.15299, 0.48662)
S (1.33258, -1.39774, -0.57014)
H (-1.93136, 1.38220, -0.29454)
H (-3.15378, 0.39419, 0.29526)
H (-0.31881, 0.03175, -1.77338)
H (1.94045, 2.03921, 0.66543)
H (3.34732, -0.28563, 0.97664)

=====

(5)
A molecular structure, C17H13ClNO9Os. Source: the OMol25 dataset; level of theory: ωB97M-V/def2-TZVPD.

Its net charge is +1. The LUMO energy comes out at -0.1990 hartree. The max |F| is 0.39 eV Å⁻¹. Its total energy is -52741.0223 eV. As for the HOMO-LUMO gap: 5.10 eV. The energy above the lowest of the compared OMol25 structures with the same formula, charge and spin is 0.0000 eV. The calculation puts the highest occupied orbital energy at -0.3866 Ha.

CARTESIAN COORDINATES (ANGSTROEM)
Os (0.60622, -1.91068, 0.09906)
O (-0.54935, -4.18500, 3.58280)
C (-0.05350, -3.52175, 2.56921)
O (-0.58880, -2.57171, 2.02473)
C (1.29238, -3.99103, 2.11950)
C (2.09506, -4.96167, 2.68017)
C (3.34205, -5.19704, 2.10395)
C (3.75443, -4.45859, 1.00243)
C (2.90086, -3.48676, 0.51550)
N (1.71437, -3.27144, 1.07791)
C (3.19111, -2.57908, -0.65393)
O (4.16828, -2.65509, -1.31724)
O (2.21812, -1.62889, -0.86533)
H (-1.40808, -3.80848, 3.84254)
H (1.74445, -5.52439, 3.53361)
H (3.98773, -5.96088, 2.51468)
H (4.71180, -4.61027, 0.52342)
C (-1.00253, 3.43693, -3.45417)
C (-1.38583, 4.23270, -2.24020)
C (-1.93357, 5.49940, -2.34051)
C (-2.28258, 6.21825, -1.20413)
Cl (-2.96813, 7.80216, -1.37637)
C (-2.08922, 5.68733, 0.05287)
C (-1.53835, 4.41546, 0.17591)
C (-1.19740, 3.70573, -0.96142)
O (-0.64213, 2.43808, -0.93478)
C (-0.52266, 1.82942, 0.30761)
C (-0.09066, 0.42107, 0.08616)
O (0.43314, -0.25244, 1.10007)
O (-0.20567, -0.23997, -0.95343)
H (-1.22907, 3.99136, -4.36235)
H (-1.53834, 2.48735, -3.48316)
H (0.06287, 3.20300, -3.44788)
H (-2.09457, 5.93689, -3.31697)
H (-2.36065, 6.25413, 0.93185)
H (-1.38446, 4.01175, 1.16647)
H (-1.48256, 1.76592, 0.84295)
H (0.20021, 2.31869, 0.97020)
O (-2.50761, -1.68167, -0.28290)
C (-2.03672, -2.67078, -0.74989)
O (-0.76639, -3.08261, -0.51107)
H (-2.56424, -3.40541, -1.36786)

=====

(6)
2 unconnected molecules or ions with the total composition C2H6N2S2 at a distorted geometry. Source: the OMol25 dataset; level of theory: ωB97M-V/def2-TZVPD.

The LUMO energy comes out at 0.0192 hartree. The max |F| is 7.40 eV Å⁻¹. Its total energy is -26818.0520 eV. As for the HOMO-LUMO gap: 9.18 eV. The energy above the lowest of the compared OMol25 structures with the same formula, charge and spin is 3.7623 eV. The calculation puts the highest occupied orbital energy at -0.3184 Ha.

CARTESIAN COORDINATES (ANGSTROEM)
C (0.75142, -1.01662, -2.44597)
C (-1.09114, 0.29574, 0.78872)
H (1.56185, -0.51050, -3.11347)
H (-0.24889, -0.65338, -2.94399)
H (0.66929, -2.10594, -2.51695)
H (-2.10824, 0.51826, 1.06104)
H (0.71117, -0.20518, 1.54664)
H (0.17870, 2.23538, 3.77148)
N (-0.79253, -0.24296, -0.35498)
N (-0.06642, 0.94447, 1.68662)
S (0.80758, -0.12902, -0.79532)
S (-0.37278, 0.86976, 3.31619)